(1)
C4H7NO | wB97M-V/def2-TZVPD

Calculated values
- energy above the lowest of the compared OMol25 structures with the same formula, charge and spin (kcal/mol) = 34.30
- energy (Eh) = -286.57698
- LUMO energy (eV) = 0.35
- HOMO energy (eV) = -9.6
- SMILES = CC(C)=NC=O

Geometry (Å):
C  0.9003  0.5502  1.3446
C  0.2929  0.0105  0.0886
C  -0.5691  -1.1888  0.2499
O  -1.6149  0.4501  -1.7293
C  -0.4419  0.6933  -1.9477
N  0.5750  0.6154  -1.0081
H  1.9658  0.7481  1.2123
H  0.7144  -0.0705  2.2274
H  0.3920  1.5143  1.4748
H  0.2552  -1.8867  0.4681
H  -1.2334  -1.1235  1.1201
H  -1.1196  -1.5166  -0.6281
H  -0.1220  1.1894  -2.8720

***

(2)
C9H21ClN3O3 | wB97M-V/def2-TZVPD

Calculated values
- energy above the lowest of the compared OMol25 structures with the same formula, charge and spin (kcal/mol) = 95.77
- energy (Eh) = -1205.74474
- total charge = -1
- LUMO energy (eV) = 3.21
- HOMO energy (eV) = -5.7

Geometry (Å):
Cl  -0.6759  -0.3367  0.6302
C  -3.2156  0.3802  3.0534
C  -3.4117  1.6128  2.1849
O  -4.3852  2.4236  2.3165
N  -2.4237  1.6197  1.2611
C  -2.4652  2.3935  0.0166
H  -3.5904  0.4939  4.0706
H  -2.1961  0.0008  2.9851
H  -3.8180  -0.4728  2.7410
H  -1.7017  0.9269  1.1238
H  -3.4337  2.3654  -0.4828
H  -1.6174  2.1083  -0.6062
H  -2.1425  3.4091  0.2461
C  2.7832  -1.3868  0.8136
C  2.1736  -2.2604  -0.2047
O  2.7779  -3.2797  -0.6483
N  0.9713  -1.9456  -0.7741
C  0.1799  -2.8518  -1.6009
H  2.2362  -0.4441  0.8254
H  3.7100  -1.1340  0.2985
H  2.9087  -1.8511  1.7917
H  0.6054  -1.0583  -0.4596
H  0.3191  -3.8903  -1.3005
H  0.3749  -2.6677  -2.6574
H  -0.8718  -2.5770  -1.5208
C  0.4207  -0.2090  -2.4513
C  1.4123  0.7755  -1.8595
O  2.1365  1.4858  -2.5667
N  1.4129  0.7813  -0.5313
C  2.4275  1.5045  0.1510
H  0.9176  -1.1722  -2.5673
H  -0.0561  0.0570  -3.3947
H  -0.4784  -0.3602  -1.8541
H  0.6868  0.3389  0.0138
H  2.7780  2.3029  -0.5031
H  3.2932  0.9184  0.4592
H  1.9578  1.9990  1.0012

***

(3)
C45H54As2BCsF2N4O4SSe | wB97M-V/def2-TZVPD

Calculated values
- energy above the lowest of the compared OMol25 structures with the same formula, charge and spin (kcal/mol) = 87.36
- energy (Eh) = -9783.06028
- total charge = -2
- LUMO energy (eV) = 3.66
- HOMO energy (eV) = -0.3

Geometry (Å):
Cs  1.5375  -0.6223  -0.9837
C  -3.4503  -0.3718  0.0536
C  -1.9944  -0.2464  0.5148
As  -1.7484  -0.0374  2.4698
C  -2.8579  -1.5712  3.0432
C  -2.8945  -2.7660  2.3237
C  -3.6057  -3.8655  2.7928
C  -4.2881  -3.7966  4.0008
C  -4.2285  -2.6264  4.7505
C  -3.5082  -1.5354  4.2796
C  -3.1018  1.3942  2.6584
C  -2.6004  2.6928  2.5265
C  -3.4469  3.7954  2.5763
C  -4.8133  3.6195  2.7628
C  -5.3284  2.3324  2.8780
C  -4.4792  1.2306  2.8209
As  -3.7212  -0.5211  -1.8982
C  -3.0769  1.2923  -2.3036
C  -3.6052  2.4204  -1.6734
C  -3.0879  3.6827  -1.9315
C  -2.0364  3.8371  -2.8309
C  -1.5139  2.7262  -3.4782
C  -2.0352  1.4640  -3.2134
C  -5.6403  -0.0147  -1.8458
C  -6.4484  -0.1105  -0.7141
C  -7.7970  0.2389  -0.7611
C  -8.3637  0.6801  -1.9493
C  -7.5723  0.7670  -3.0931
C  -6.2311  0.4141  -3.0377
H  -3.9916  0.5191  0.3588
H  -3.9317  -1.2382  0.5050
H  -1.5078  0.6140  0.0523
H  -1.4112  -1.1281  0.2399
H  -2.3550  -2.8470  1.3869
H  -3.6292  -4.7803  2.2103
H  -4.8527  -4.6489  4.3613
H  -4.7452  -2.5653  5.7027
H  -3.4532  -0.6335  4.8791
H  -1.5327  2.8253  2.3697
H  -3.0395  4.7952  2.4694
H  -5.4737  4.4785  2.8196
H  -6.3963  2.1853  3.0043
H  -4.8989  0.2351  2.8969
H  -4.4290  2.3186  -0.9743
H  -3.5024  4.5467  -1.4252
H  -1.6237  4.8209  -3.0211
H  -0.6990  2.8331  -4.1851
H  -1.6145  0.6004  -3.7169
H  -6.0256  -0.4488  0.2265
H  -8.4029  0.1751  0.1363
H  -9.4115  0.9576  -1.9864
H  -8.0048  1.1158  -4.0243
H  -5.6197  0.4851  -3.9316
C  1.2114  -5.9678  2.4402
N  2.3219  -5.1682  2.9166
C  3.6380  -5.6106  3.0164
C  4.4026  -4.5204  3.2001
N  3.5666  -3.4161  3.2156
C  4.0354  -2.0303  3.1147
C  2.2911  -3.8054  3.0238
Se  0.8105  -2.7171  3.1063
H  1.3238  -6.9905  2.8009
H  1.1803  -5.9666  1.3497
H  0.2860  -5.5344  2.8112
H  3.8995  -6.6542  2.9525
H  5.4677  -4.4310  3.3429
H  4.7669  -1.8300  3.9040
H  3.1834  -1.3565  3.2035
H  4.4716  -1.8846  2.1241
C  3.9556  3.2292  2.8761
C  3.6594  2.5301  1.5491
C  4.9595  1.9473  1.0123
O  2.7482  1.4478  1.8341
B  1.4540  1.7050  1.3277
O  1.5189  2.9231  0.6041
C  2.8705  3.4304  0.5332
C  2.8525  4.9132  0.8788
C  3.3457  3.2872  -0.9122
H  4.4065  2.5006  3.5532
H  3.0323  3.5835  3.3356
H  4.6473  4.0698  2.7486
H  5.4190  1.3310  1.7897
H  5.6656  2.7417  0.7371
H  4.7867  1.3050  0.1458
H  2.4118  5.0883  1.8597
H  2.2453  5.4356  0.1352
H  3.8648  5.3370  0.8583
H  3.3195  2.2437  -1.2324
H  4.3631  3.6704  -1.0438
H  2.6700  3.8458  -1.5622
O  0.8170  -1.5998  -3.4724
C  -0.3823  -1.6175  -3.0772
O  -0.7957  -1.4507  -1.9089
H  -1.1591  -1.7990  -3.8455
C  3.0986  -2.8383  -5.0960
C  3.6023  -1.4741  -4.7718
C  4.7382  -1.2065  -4.0713
C  5.0585  0.1381  -3.8078
N  4.3348  1.1393  -4.2366
C  3.2112  0.8826  -4.9656
S  2.2334  2.0891  -5.6030
N  2.8737  -0.4313  -5.2229
C  6.2938  0.4604  -3.0300
H  3.7619  -3.5982  -4.6855
H  3.0210  -2.9707  -6.1768
H  2.1034  -2.9470  -4.6517
H  5.3497  -2.0073  -3.6772
H  1.9394  -0.5998  -5.5665
H  7.1748  0.2313  -3.6351
H  6.3473  -0.1449  -2.1185
H  6.3029  1.5194  -2.7803
F  5.1083  -3.7831  -0.6096
C  5.2626  -2.4288  -0.1164
F  6.5469  -2.0660  -0.6994
H  4.5938  -1.8972  -0.8161

***

(4)
C27H49N2O11P | wB97M-V/def2-TZVPD

Calculated values
- energy above the lowest of the compared OMol25 structures with the same formula, charge and spin (kcal/mol) = 0.00
- energy (Eh) = -2336.74088
- LUMO energy (eV) = -0.15
- HOMO energy (eV) = -7.8
- SMILES = NC1=CC(=O)C(N)=C(P(O)O)C1=O.CC(C)=O.CC(C)=O.CC(C)=O.CC(C)=O.CC(C)=O.CC(C)=O.CC(C)=O

Geometry (Å):
N  -0.2167  -1.4441  2.1836
C  -1.1768  -0.5743  1.6273
C  -1.9472  -0.9152  0.5910
C  -2.9330  0.0190  0.0714
O  -3.8480  -0.3158  -0.6587
C  -2.8057  1.4751  0.4497
N  -3.5228  2.3088  -0.3844
C  -2.0272  1.8303  1.5009
P  -1.7394  3.5594  2.0745
O  -1.8056  4.3124  0.6152
O  -0.1189  3.4950  2.3184
C  -1.3664  0.7665  2.2734
O  -0.9821  0.9427  3.4134
H  -0.1475  -1.2288  3.1755
H  0.7004  -1.2590  1.7896
H  -1.8565  -1.8840  0.1192
H  -4.3492  1.8204  -0.7206
H  -3.8108  3.1718  0.0599
H  -1.4724  3.7236  -0.0850
H  0.2998  3.1041  1.5331
C  1.7459  -2.2350  -2.9947
C  0.5276  -2.7987  -2.3117
O  0.1067  -2.3450  -1.2702
C  -0.1469  -3.9517  -3.0012
H  2.1393  -1.4071  -2.4064
H  2.5079  -3.0087  -3.0853
H  1.4777  -1.8779  -3.9911
H  0.5453  -4.7895  -3.1069
H  -0.4749  -3.6158  -3.9868
H  -1.0101  -4.2659  -2.4174
C  -3.9094  -0.7513  4.9814
C  -3.6777  -2.1157  4.3868
O  -3.0925  -2.2647  3.3388
C  -4.2074  -3.2961  5.1686
H  -3.4881  0.0069  4.3244
H  -4.9796  -0.5714  5.1024
H  -3.4277  -0.6752  5.9573
H  -5.2886  -3.2104  5.2887
H  -3.7503  -3.3210  6.1591
H  -3.9754  -4.2176  4.6396
C  -2.3789  -2.0399  -7.4429
C  -2.3765  -2.1105  -5.9353
O  -1.3454  -2.1431  -5.3034
C  -3.7191  -2.1377  -5.2491
H  -1.3555  -2.0260  -7.8098
H  -2.8992  -2.9050  -7.8567
H  -2.8931  -1.1362  -7.7732
H  -4.2900  -3.0070  -5.5797
H  -4.2838  -1.2377  -5.4971
H  -3.5790  -2.1859  -4.1718
C  -0.5374  -0.4606  8.9775
C  -1.4190  0.5296  8.2552
O  -2.4724  0.1993  7.7628
C  -0.9210  1.9507  8.1715
H  -1.0050  -1.4422  8.9660
H  0.4362  -0.5190  8.4887
H  -0.3883  -0.1441  10.0110
H  0.0375  1.9799  7.6515
H  -0.7860  2.3596  9.1744
H  -1.6404  2.5571  7.6274
C  0.8716  1.7599  -2.9679
C  0.9719  2.4805  -1.6490
O  0.0224  2.5407  -0.8952
C  2.2867  3.1238  -1.3049
H  -0.1267  1.3446  -3.0851
H  1.0762  2.4528  -3.7858
H  1.6029  0.9519  -3.0056
H  2.5464  3.8759  -2.0485
H  3.0788  2.3738  -1.2793
H  2.2192  3.6035  -0.3332
C  4.5222  -5.6591  -5.8618
C  4.6884  -5.0632  -4.4852
O  3.7468  -4.6201  -3.8699
C  6.0851  -5.0471  -3.9141
H  3.4768  -5.6105  -6.1559
H  5.1265  -5.1072  -6.5834
H  4.8491  -6.7000  -5.8607
H  6.7480  -4.4724  -4.5629
H  6.4704  -6.0651  -3.8399
H  6.0695  -4.5958  -2.9252
C  2.6301  7.1385  0.0942
C  3.9827  6.4736  0.0113
O  4.1413  5.4315  -0.5816
C  5.1263  7.1699  0.7083
H  1.8935  6.5436  -0.4404
H  2.3225  7.2335  1.1366
H  2.6759  8.1360  -0.3460
H  4.9108  7.2671  1.7734
H  5.2662  8.1682  0.2909
H  6.0387  6.5937  0.5769

***

Strongest force on any atom, record by record: 0.78, 4.79, 1.86, 1.00 eV/A